No. 1
The following is a DFT calculation (the ωB97M-V functional and the def2-TZVPD basis) of an isolated molecule of C13H26NO5PS2.

XYZ file:
```
48
Properties=species:S:1:pos:R:3:nbo_charge:R:1
C 5.41 1.52 -2.00 -0.62
C 4.61 0.53 -2.83 -0.07
O 3.29 0.44 -2.28 -0.53
C 2.49 -0.48 -2.81 0.82
O 2.81 -1.20 -3.71 -0.59
C 1.11 -0.54 -2.15 0.02
C 0.06 -0.35 -3.25 -0.61
C 0.96 -1.93 -1.50 -0.40
C 1.95 -2.17 -0.37 -0.62
N 0.99 0.52 -1.15 -0.62
C -0.09 0.72 -0.39 0.71
O -1.13 0.09 -0.47 -0.65
C 0.08 1.84 0.63 -0.63
S -1.53 2.23 1.36 -0.05
P -1.92 0.26 2.12 1.72
S -0.43 -0.96 2.37 -0.59
O -3.24 -0.24 1.36 -0.84
C -3.31 -1.47 0.65 -0.06
C -3.72 -2.60 1.58 -0.64
O -2.52 0.63 3.56 -0.84
C -3.63 1.50 3.73 -0.06
C -3.20 2.73 4.52 -0.63
H 5.46 1.18 -0.97 0.21
H 4.94 2.50 -2.02 0.21
H 6.41 1.60 -2.40 0.22
H 4.53 0.86 -3.87 0.19
H 5.06 -0.46 -2.82 0.20
H 0.15 0.65 -3.68 0.21
H -0.94 -0.46 -2.82 0.24
H 0.21 -1.09 -4.03 0.23
H 1.11 -2.67 -2.29 0.22
H -0.05 -2.03 -1.12 0.23
H 1.85 -3.19 0.00 0.22
H 2.98 -2.02 -0.71 0.19
H 1.76 -1.50 0.46 0.22
H 1.83 1.05 -0.97 0.42
H 0.76 1.51 1.41 0.26
H 0.45 2.75 0.17 0.25
H -2.34 -1.68 0.20 0.21
H -4.04 -1.31 -0.13 0.19
H -2.97 -2.73 2.36 0.22
H -4.67 -2.37 2.05 0.21
H -3.81 -3.52 1.02 0.21
H -4.39 0.94 4.28 0.19
H -4.04 1.79 2.76 0.18
H -2.47 3.31 3.95 0.22
H -2.76 2.43 5.46 0.22
H -4.07 3.36 4.71 0.21
```

Calculated values
Relative energy (zero: lowest compared OMol25 entry of this formula, charge and spin) ... 32.0 kJ/mol
Gap between HOMO and LUMO ... 9.15 eV
Multiplicity ... 1
SMILES string ... CCOC(=O)[C@@](C)(CC)NC(=O)CSP(=S)(OCC)OCC

=====

No. 2
The following is a DFT calculation (the ωB97M-V functional and the def2-TZVPD basis) of a cluster of 3 separate species, C18H30B2ClN3O7 in total.

XYZ file:
```
61
Properties=species:S:1:pos:R:3:nbo_charge:R:1
C 0.67 3.57 2.46 -0.60
C 1.55 2.87 1.36 -0.83
B 0.75 2.28 0.10 1.16
O 1.07 2.79 -1.18 -0.95
C -0.37 1.11 0.13 -0.89
C -0.05 0.21 -1.08 0.32
N 0.22 -0.50 -1.90 -0.33
B -0.30 0.11 1.42 1.27
O -0.56 -1.25 1.20 -0.93
O -0.04 0.52 2.73 -0.93
C -1.87 1.70 -0.10 0.16
Cl -1.75 3.50 0.12 0.01
C -2.22 1.45 -1.56 0.23
N -2.73 1.14 -2.51 -0.24
N -2.76 1.02 0.86 -0.62
C -3.32 1.91 1.89 0.71
C -4.55 2.82 1.73 -0.73
O -2.75 1.94 2.93 -0.47
C -3.74 0.11 0.25 0.71
C -5.08 0.51 -0.40 -0.73
O -3.49 -1.04 0.30 -0.45
H 1.21 3.52 3.43 0.21
H 0.46 4.64 2.24 0.20
H -0.31 3.06 2.52 0.22
H 2.22 2.07 1.75 0.23
H 2.24 3.66 0.95 0.23
H 0.66 3.66 -1.32 0.51
H 0.28 -1.72 1.03 0.52
H 0.89 0.43 2.96 0.51
H -4.50 3.71 2.39 0.26
H -5.51 2.30 1.92 0.24
H -4.57 3.17 0.67 0.23
H -4.99 1.48 -0.95 0.23
H -5.39 -0.29 -1.10 0.26
H -5.85 0.67 0.38 0.24
C 3.01 -0.75 -5.65 -0.43
C 1.82 -0.40 -4.78 -0.43
C 2.28 0.90 -4.13 -0.06
O 3.15 1.54 -5.07 -0.54
C 3.48 0.62 -6.12 -0.07
H 2.77 -1.42 -6.48 0.21
H 3.79 -1.23 -5.05 0.20
H 0.94 -0.21 -5.41 0.20
H 1.56 -1.16 -4.06 0.24
H 2.85 0.70 -3.22 0.16
H 1.45 1.56 -3.89 0.19
H 2.94 0.93 -7.02 0.16
H 4.55 0.65 -6.32 0.18
C 1.35 -5.55 2.95 -0.43
C 1.38 -4.74 4.23 -0.43
C 2.15 -3.50 3.80 -0.07
O 1.87 -3.30 2.41 -0.55
C 1.21 -4.47 1.90 -0.07
H 0.55 -6.29 2.91 0.22
H 2.31 -6.07 2.82 0.20
H 0.36 -4.47 4.52 0.21
H 1.85 -5.26 5.07 0.22
H 3.23 -3.65 3.91 0.17
H 1.86 -2.61 4.37 0.18
H 0.16 -4.21 1.73 0.17
H 1.66 -4.74 0.94 0.19
```

Calculated values
Gap between HOMO and LUMO ... 8.75 eV
Multiplicity ... 1
SMILES string ... CCB(O)[C@@](C#N)(B(O)O)[C@@](Cl)(C#N)N(C(C)=O)C(C)=O.C1CCOC1.C1CCOC1

=====

No. 3
The following is a DFT calculation (the ωB97M-V functional and the def2-TZVPD basis) of a structure of composition C26H33CoO4.

XYZ file:
```
64
Properties=species:S:1:pos:R:3:nbo_charge:R:1
O -0.69 -0.92 -3.12 -0.57
C -0.80 0.35 -3.93 -0.08
C -0.35 -0.26 -5.25 -0.47
H -0.09 1.14 -3.59 0.21
H -1.84 0.73 -3.94 0.18
C -0.39 -1.56 -4.42 0.27
H 0.67 0.04 -5.52 0.21
H -1.04 -0.18 -6.08 0.21
C 0.97 -2.22 -4.49 -0.63
H 1.75 -1.54 -4.15 0.22
H 1.18 -2.48 -5.55 0.22
H 0.97 -3.14 -3.91 0.21
C -1.50 -2.52 -4.83 -0.63
H -2.47 -2.02 -4.87 0.21
H -1.52 -3.33 -4.09 0.21
H -1.30 -2.95 -5.82 0.21
Co -0.78 -0.90 0.81 1.39
C -2.74 -1.33 2.64 -0.12
C -2.93 0.06 2.69 -0.31
C -3.03 0.55 1.36 -0.14
H -3.08 0.65 3.60 0.24
C -2.83 -0.55 0.45 -0.50
C -2.66 -1.73 1.27 -0.36
H -2.69 -2.76 0.88 0.24
H -2.73 -1.99 3.52 0.24
H -3.28 1.57 1.06 0.23
H -3.06 -0.57 -0.61 0.25
C 0.82 -2.48 2.47 -0.14
C -0.29 -2.89 1.70 -0.32
C 0.04 -2.66 0.28 -0.55
H -1.17 -3.40 2.09 0.23
C 1.39 -2.12 0.26 -0.22
C 1.84 -2.05 1.60 -0.30
H 2.85 -1.79 1.92 0.23
H 0.89 -2.62 3.54 0.25
H -0.46 -3.13 -0.58 0.25
H 1.95 -1.88 -0.63 0.23
O 1.99 1.64 -2.52 -0.55
C 1.34 0.68 -1.64 -0.10
C 0.01 1.25 -1.10 -0.46
H 1.99 0.51 -0.74 0.18
H 1.25 -0.28 -2.17 0.21
C 0.25 2.76 -1.29 -0.44
H -0.04 1.05 -0.01 0.22
H -0.91 0.91 -1.61 0.22
C 1.37 2.93 -2.33 -0.07
H 0.68 3.04 -0.30 0.21
H -0.64 3.40 -1.47 0.22
H 2.11 3.68 -2.02 0.18
H 1.00 3.29 -3.34 0.17
O -0.26 -0.72 4.14 -0.67
C 0.13 0.22 3.42 0.77
O 0.03 0.34 2.12 -0.88
C 0.84 1.36 4.13 -0.08
C 1.28 2.51 3.44 -0.19
C 1.98 3.52 4.11 -0.23
C 2.25 3.41 5.48 -0.20
C 1.76 2.30 6.19 -0.22
C 1.08 1.28 5.52 -0.20
H 1.08 2.61 2.37 0.22
H 2.33 4.41 3.58 0.21
H 2.82 4.17 6.01 0.21
H 1.92 2.20 7.26 0.21
H 0.71 0.39 6.03 0.24
```

Calculated values
Relative energy (zero: lowest compared OMol25 entry of this formula, charge and spin) ... 5.4 kJ/mol
Gap between HOMO and LUMO (alpha / beta) ... 8.18 / 6.61 eV
Multiplicity ... 5

=====

No. 4
The following is a DFT calculation (the ωB97M-V functional and the def2-TZVPD basis) of a cluster of 2 separate species, C9H13O3 in total.

XYZ file:
```
25
Properties=species:S:1:pos:R:3:nbo_charge:R:1
O -3.53 2.20 1.54 0.00
O -4.67 2.58 1.24 0.00
C -0.26 -2.59 -1.01 -0.59
C 0.47 -1.31 -1.41 -0.45
C 0.35 -0.21 -0.41 0.07
C 1.30 0.03 0.55 -0.05
C 1.11 1.06 1.49 -0.18
C -0.01 1.91 1.44 -0.24
C -0.96 1.78 0.46 -0.17
C -0.88 0.64 -0.51 0.01
O -0.94 1.12 -1.86 -0.72
C 2.54 -0.85 0.66 -0.64
H -0.21 -3.34 -1.80 0.21
H 0.19 -3.02 -0.10 0.20
H -1.32 -2.38 -0.80 0.20
H 1.53 -1.54 -1.57 0.21
H 0.06 -0.95 -2.36 0.23
H 1.88 1.20 2.25 0.20
H -0.12 2.70 2.18 0.21
H -1.67 2.57 0.24 0.20
H -1.73 -0.06 -0.34 0.17
H -1.73 1.67 -1.97 0.47
H 3.16 -0.51 1.50 0.21
H 2.28 -1.90 0.84 0.22
H 3.15 -0.79 -0.25 0.22
```

Calculated values
Relative energy (zero: lowest compared OMol25 entry of this formula, charge and spin) ... 0.0 kJ/mol
Gap between HOMO and LUMO (alpha / beta) ... 7.80 / 7.83 eV
Multiplicity ... 4

=====

No. 5
The following is a DFT calculation (the ωB97M-V functional and the def2-TZVPD basis) of a structure of composition C3H3N2O.

XYZ file:
```
9
Properties=species:S:1:pos:R:3:nbo_charge:R:1
C 0.12 -0.15 0.03 -0.37
C -1.12 -0.53 -0.14 0.09
C 0.36 1.26 -0.24 0.29
N -0.59 1.83 -0.91 -0.25
N -1.66 1.08 -1.03 0.41
O -2.70 1.29 -1.56 -0.03
H 0.76 -0.87 0.57 0.31
H -1.71 -1.49 -0.21 0.30
H 1.21 1.80 -0.09 0.25
```

Calculated values
Relative energy (zero: lowest compared OMol25 entry of this formula, charge and spin) ... 500.9 kJ/mol
Total charge ... +1
Gap between HOMO and LUMO ... 8.37 eV
Multiplicity ... 1

=====

No. 6
The following is a DFT calculation (the ωB97M-V functional and the def2-TZVPD basis) of a structure of composition C5H5N.

XYZ file:
```
11
Properties=species:S:1:pos:R:3:nbo_charge:R:1
C -2.22 0.29 0.47 -0.21
C -0.82 -0.31 0.95 -0.16
C 3.34 -0.30 -0.27 0.07
C -1.61 0.57 -0.66 -0.21
C -0.35 -0.12 -0.29 -0.23
N 4.35 -0.67 -0.63 -0.30
H -3.23 0.47 0.89 0.22
H -0.62 -0.84 1.84 0.21
H 2.39 0.05 0.01 0.22
H -1.87 1.07 -1.56 0.20
H 0.64 -0.20 -0.75 0.20
```

Calculated values
Relative energy (zero: lowest compared OMol25 entry of this formula, charge and spin) ... 492.2 kJ/mol
Gap between HOMO and LUMO ... 8.11 eV
Multiplicity ... 1

=====

| no. | strongest force on any atom (hartree/bohr) |
| --- | --- |
| 1 | 0.018 |
| 2 | 0.100 |
| 3 | 0.054 |
| 4 | 0.062 |
| 5 | 0.083 |
| 6 | 0.054 |